ORCA calculation (wB97M-V/def2-TZVPD) on a 6-piece molecular cluster, C31H59N6O7S overall in a non-equilibrium geometry.

Atoms and positions in Å:
1 C 0.629 -2.413 4.321
2 C 1.456 -2.450 3.283
3 C 2.390 -2.369 1.950
4 S 1.993 -0.740 1.140
5 C 3.570 -0.304 0.190
6 C 4.414 0.875 0.886
7 C 4.171 1.420 2.363
8 C 5.049 2.607 2.925
9 C 6.188 3.309 2.090
10 C 6.472 2.766 0.619
11 C 5.584 1.552 0.051
12 C 5.972 1.056 -1.460
13 O 0.771 -0.861 -0.012
14 C -0.405 -1.571 0.490
15 C -1.331 -0.727 1.512
16 N -2.754 -0.553 1.074
17 C -3.182 0.865 1.294
18 C -4.763 1.131 1.080
19 C -5.130 1.666 -0.431
20 O -5.101 2.268 1.971
21 H -0.132 -1.997 5.086
22 H 3.512 -2.372 2.231
23 H 2.121 -3.208 1.185
24 H 4.216 -1.279 0.059
25 H 3.234 0.031 -0.873
26 H 3.336 0.909 2.991
27 H 4.825 2.988 4.000
28 H 6.844 4.174 2.460
29 H 7.299 3.259 -0.033
30 H 5.408 1.734 -2.219
31 H 5.676 -0.050 -1.639
32 H 7.128 1.101 -1.603
33 H -1.067 -1.800 -0.445
34 H -0.189 -2.590 0.977
35 H -1.371 -1.338 2.509
36 H -0.922 0.337 1.757
37 H -2.922 -0.879 0.108
38 H -2.935 1.173 2.377
39 H -2.615 1.550 0.560
40 H -5.448 0.267 1.414
41 H -5.499 2.771 -0.377
42 H -4.229 1.641 -1.146
43 H -6.021 1.078 -0.897
44 H -5.997 2.117 2.369
45 C 7.862 -4.490 -0.803
46 C 6.853 -3.397 -1.021
47 O 6.388 -2.742 -0.091
48 N 6.457 -3.142 -2.298
49 C 6.886 -3.798 -3.514
50 H 8.080 -4.578 0.262
51 H 7.461 -5.444 -1.153
52 H 8.790 -4.253 -1.328
53 H 5.779 -2.396 -2.368
54 H 7.326 -3.046 -4.172
55 H 6.006 -4.228 -3.999
56 H 7.615 -4.584 -3.325
57 C 4.022 6.543 -2.949
58 C 3.932 5.063 -3.208
59 O 4.071 4.588 -4.328
60 N 3.687 4.244 -2.147
61 C 3.496 4.609 -0.760
62 H 4.220 7.065 -3.886
63 H 3.077 6.910 -2.542
64 H 4.841 6.752 -2.256
65 H 3.640 3.266 -2.397
66 H 4.259 4.099 -0.172
67 H 2.509 4.259 -0.450
68 H 3.566 5.684 -0.601
69 C -2.966 -4.693 -2.531
70 C -3.281 -3.222 -2.532
71 O -2.402 -2.366 -2.482
72 N -4.588 -2.852 -2.589
73 C -5.756 -3.703 -2.652
74 H -1.885 -4.835 -2.482
75 H -3.417 -5.173 -1.659
76 H -3.333 -5.155 -3.451
77 H -4.724 -1.849 -2.585
78 H -6.304 -3.465 -3.566
79 H -6.387 -3.482 -1.788
80 H -5.498 -4.761 -2.650
81 C -2.446 -5.333 6.015
82 C -3.408 -4.835 7.059
83 O -3.780 -5.537 7.988
84 N -3.868 -3.557 6.944
85 C -3.549 -2.581 5.927
86 H -2.168 -6.364 6.237
87 H -2.916 -5.306 5.029
88 H -1.539 -4.722 6.020
89 H -4.510 -3.293 7.680
90 H -3.112 -1.708 6.418
91 H -4.478 -2.287 5.433
92 H -2.852 -2.967 5.185
93 C -6.039 3.706 -3.763
94 C -7.016 4.206 -2.734
95 O -7.393 3.508 -1.799
96 N -7.484 5.477 -2.865
97 C -7.162 6.446 -3.890
98 H -5.756 2.678 -3.528
99 H -6.500 3.719 -4.754
100 H -5.138 4.323 -3.755
101 H -8.135 5.744 -2.139
102 H -6.736 7.327 -3.405
103 H -8.088 6.728 -4.397
104 H -6.454 6.057 -4.620

Results
**HOMO level**: -10.865 eV
**M**: 659.9 g mol⁻¹
**Calculated total energy**: -2469.3772 Eh
**ΔE to the lowest compared entry with this formula, charge and spin**: 911.1 kJ/mol
**Total charge**: +1

Here are the Mulliken charges for atoms 1 to 2, given in e: -0.40 -0.19